The following is a quantum chemistry calculation of a gas-phase ion, C2H4O3P (charge -1) at a distorted geometry, from the OMol25 dataset.

```
! RIJCOSX wB97M-V def2-TZVPD def2/J DEFGRID3
* xyz -1 1
C 0.552 0.664 0.102
C -0.136 -0.629 0.039
O 4.601 0.569 -0.093
O 1.821 0.771 0.144
O -0.332 1.882 -0.045
P 3.448 -0.356 -0.037
H -1.116 -0.483 -0.597
H -0.374 -1.111 1.042
H 0.520 -1.486 -0.420
H 0.117 2.595 0.502
*
```

## Properties
orbital gap (spin up / spin down): 5.43 / 4.98 eV
HOMO energy (spin up / spin down): -1.49 / -1.02 eV
E: -645.6454 a.u.
LUMO level (spin up / spin down): 3.934 / 3.960 eV
energy above the lowest of the compared OMol25 structures with the same formula, charge and spin: 417.5 kJ/mol

The following is a quantum chemistry calculation of a molecular structure, C2H4O3V at a distorted geometry, from the OMol25 dataset.

```
! RIJCOSX wB97M-V def2-TZVPD def2/J DEFGRID3
* xyz 0 4
O 0.462 0.997 -0.855
C -0.532 1.103 -0.124
C -1.407 -0.119 -0.043
O -0.743 -1.265 -0.391
H -0.330 1.692 0.890
H -2.278 0.110 -0.700
H -1.830 -0.106 0.989
V 1.047 -0.945 -0.718
O 2.357 -0.891 0.529
H 3.254 -0.575 0.423
*
```

## Properties
orbital gap (spin up / spin down): 6.54 / 9.63 eV
HOMO energy (spin up / spin down): -7.16 / -10.18 eV
E: -1248.2661 a.u.
LUMO level (spin up / spin down): -0.618 / -0.555 eV

The following is a quantum chemistry calculation of 2 unconnected molecules or ions with the total composition C2H4O4 at a distorted geometry, from the OMol25 dataset.

```
! RIJCOSX wB97M-V def2-TZVPD def2/J DEFGRID3
* xyz 0 1
C 1.264 -0.577 0.125
C -1.232 0.311 -0.200
O 2.165 -1.309 -0.542
O 1.803 0.719 0.244
O -2.074 1.299 -0.239
O -1.763 -0.737 0.415
H 2.904 -0.845 -0.917
H 1.024 1.409 0.381
H -2.959 1.131 0.067
H -1.131 -1.399 0.667
*
```

## Properties
orbital gap: 9.38 eV
HOMO energy: -8.64 eV
E: -379.4330 a.u.
LUMO level: 0.733 eV
energy above the lowest of the compared OMol25 structures with the same formula, charge and spin: 434.4 kJ/mol

The following is a quantum chemistry calculation of 2 unconnected molecules or ions with the total composition C2H4O4PS at a distorted geometry, from the OMol25 dataset.

```
! RIJCOSX wB97M-V def2-TZVPD def2/J DEFGRID3
* xyz -1 1
C -0.540 0.106 0.830
C 1.192 -0.188 -0.829
O -1.571 -0.436 4.928
O -1.365 0.401 0.012
O -3.512 0.070 3.397
O 0.725 -0.302 0.500
P -2.042 0.547 3.924
S -2.182 2.545 4.375
H 0.230 -0.053 -1.358
H 1.646 -1.013 -1.235
H 1.883 0.608 -1.052
H -4.184 0.446 2.797
*
```

## Properties
orbital gap (spin up / spin down): 7.70 / 5.37 eV
HOMO energy (spin up / spin down): -4.66 / -3.10 eV
E: -1119.1332 a.u.
LUMO level (spin up / spin down): 3.045 / 2.268 eV
energy above the lowest of the compared OMol25 structures with the same formula, charge and spin: 303.5 kJ/mol

The following is a quantum chemistry calculation of a molecular structure, C2H4O4S2 at a distorted geometry, from the OMol25 dataset.

```
! RIJCOSX wB97M-V def2-TZVPD def2/J DEFGRID3
* xyz 0 1
C -0.851 0.932 0.093
C -0.199 -0.470 0.377
O -2.326 2.436 2.657
O -1.725 3.742 0.632
O -2.197 1.009 0.114
O -0.441 1.657 1.268
S -0.351 1.845 -1.442
S -1.726 2.552 1.413
H -0.372 -1.151 -0.442
H -0.795 -1.049 1.155
H 0.752 -0.181 0.584
H 1.051 1.485 -1.556
*
```

## Properties
orbital gap: 9.06 eV
HOMO energy: -9.75 eV
E: -1175.8327 a.u.
LUMO level: -0.692 eV
energy above the lowest of the compared OMol25 structures with the same formula, charge and spin: 377.3 kJ/mol

The following is a quantum chemistry calculation of a molecular structure, C2H4O6P2 at a distorted geometry, from the OMol25 dataset.

```
! RIJCOSX wB97M-V def2-TZVPD def2/J DEFGRID3
* xyz -2 1
C -1.138 -1.492 -0.218
C -0.197 -1.458 -1.313
O -2.186 -2.202 -0.228
O -2.285 0.958 1.198
O -0.484 -1.218 0.962
O -3.193 0.964 -1.175
O 0.915 -0.819 -1.421
O -0.720 1.493 -0.801
P 0.879 1.323 -0.464
P -2.094 0.595 -0.230
H -0.555 -2.008 -2.207
H -0.900 -0.675 1.625
H 0.719 0.319 0.665
H 0.839 2.496 0.345
*
```

## Properties
orbital gap (spin up / spin down): 5.72 / 5.72 eV
HOMO energy (spin up / spin down): 0.98 / 0.98 eV
E: -1212.7588 a.u.
LUMO level (spin up / spin down): 6.698 / 6.698 eV
energy above the lowest of the compared OMol25 structures with the same formula, charge and spin: 451.9 kJ/mol

Which value of E does entry 1 give? -645.6454 a.u.

What is the E in the sixth record? -1212.7588 a.u.

What is the formula in the fourth record? C2H4O4PS

Among the records above, which one has the lowest E? C2H4O3V